{"formula": "C6H11Cl4HoMoO2", "method": "wB97M-V/def2-TZVPD", "orbital_gap_ev": [7.22, 7.48], "s_squared": 12.099, "homo_energy_ev": [-7.86, -8.58], "multiplicity": 7, "lumo_energy_ev": [-0.64, -1.10], "e_tot_ev": -88235.4710, "species": ["Ho", "Cl", "C", "H", "H", "H", "Mo", "C", "C", "C", "H", "H", "H", "H", "H", "H", "H", "H", "Cl", "C", "Cl", "Cl", "C", "O", "O"], "xyz": [[-0.32627, -0.33309, 2.38891], [1.43093, -2.10360, 2.31428], [-0.17683, 1.95218, 2.69486], [-1.07160, 2.53022, 2.97462], [0.19702, 2.40315, 1.76760], [0.55830, 2.16943, 3.48958], [1.94522, -0.22879, -1.74943], [2.19190, -1.91280, -2.77552], [3.50599, 0.89076, -2.25197], [0.39510, 0.53607, -2.48195], [3.09936, 1.85024, -2.59319], [4.11586, 1.05690, -1.34949], [4.14040, 0.44331, -3.03345], [1.23389, -2.13561, -3.26302], [3.00645, -1.85163, -3.51838], [2.42671, -2.72030, -2.05257], [0.29975, 1.61353, -2.57128], [-0.35446, -0.03166, -3.03474], [-5.22410, -1.49309, 3.32593], [-4.41921, -0.54139, 2.15479], [-5.14644, -0.81464, 0.58070], [-4.51882, 1.17816, 2.57773], [-2.86333, -0.82205, 2.11252], [-2.28731, -1.12725, 3.21861], [-2.15851, -0.50804, 1.07490]], "forces_ev_per_angstrom": [[-0.5, -0.5, -0.3], [0.2, 0.2, -0.1], [0.1, 0.3, 0.5], [0.1, -0.3, -0.1], [0.1, 0.1, 0.0], [0.0, 0.1, -0.2], [-1.8, 0.1, 1.0], [0.3, -1.9, -0.5], [1.4, 1.4, -0.2], [0.3, 0.0, 0.0], [0.4, 0.0, -0.1], [0.1, 0.1, -0.1], [-0.2, 0.2, 0.2], [0.2, -0.2, -0.1], [-0.4, -0.1, 0.2], [0.0, 0.0, -0.3], [-0.2, 0.3, 0.0], [-0.1, 0.0, 0.2], [-0.3, -0.6, 0.8], [1.1, 0.1, -0.9], [0.1, 0.0, -0.3], [0.0, 0.2, 0.0], [1.3, 0.9, 0.2], [-0.8, 0.2, -1.3], [-1.5, -0.7, 1.5]], "mulliken_spin": [4.04, 0.00, -0.01, 0.00, 0.00, 0.00, 2.40, -0.07, -0.09, -0.41, 0.01, 0.03, 0.02, 0.01, 0.02, 0.02, 0.01, 0.01, 0.00, 0.00, 0.00, 0.00, -0.01, 0.00, 0.01]}